Here is 8 unconnected molecules or ions with the total composition C18H29IN8O2 from OMol25. Energies are from wB97M-V/def2-TZVPD.

Results
Total energy   -43250.8909 eV
Orbital gap   9.5 eV
Strongest force on any atom   0.648 eV Å⁻¹
Lowest unoccupied orbital energy   0.0158 Eh
HOMO level   -9.111 eV
SMILES   NC(=O)OCCCI.CC#N.CC#N.CC#N.CC#N.CC#N.CC#N.CC#N
Multiplicity   1

CARTESIAN COORDINATES (ANGSTROEM)
1 H -0.69404 -0.59989 -5.55510
2 N 3.87097 0.40855 3.52143
3 O -3.37295 0.53140 -1.26336
4 C -3.04893 6.25726 2.08530
5 H -0.55395 -4.40399 3.36395
6 C -2.41331 -3.62600 2.81418
7 I 0.03572 -1.12961 1.25467
8 N -1.48143 5.34980 0.21552
9 N 2.70272 -4.22315 0.46265
10 C 4.16020 2.77509 2.46799
11 C -1.24286 -2.48231 -4.82704
12 H 0.24329 3.57023 1.79551
13 H 0.25303 -1.95654 -6.19278
14 H 3.52852 -5.69007 -2.19775
15 H -1.95593 -5.26403 4.03265
16 C -3.05085 -0.85728 -1.00887
17 H 3.84357 2.76348 1.42670
18 H 0.32685 -0.14246 -1.21723
19 C -3.92664 1.17364 -0.19426
20 C -2.16912 5.75831 1.03904
21 C -1.55156 -4.28475 3.78431
22 H -2.51123 2.56027 -0.46660
23 H -3.54701 5.42059 2.57164
24 O -4.95270 0.83201 0.31282
25 C 2.67088 -5.04804 -2.00687
26 C 3.35447 -0.58496 -0.67231
27 C 0.55904 3.14718 0.84397
28 C 3.99385 1.45456 3.06127
29 N -3.07375 -3.09685 2.03853
30 N -3.20765 2.31600 0.22920
31 H -1.43340 -1.18749 -2.39526
32 H 5.13836 -1.47186 -0.05001
33 H -0.28183 3.16057 0.15816
34 C -0.56742 -0.30600 -0.62583
35 C -0.74282 -1.63189 -5.89809
36 C -1.60238 -1.18128 -1.31981
37 H -2.47019 6.81174 2.82142
38 N 2.51257 4.57888 -0.11028
39 C 1.64975 3.94064 0.29934
40 H -0.99474 0.65849 -0.36612
41 H -3.29246 -1.12247 0.02212
42 H -3.79941 6.91439 1.65073
43 H 3.64214 -2.23409 0.55554
44 H -1.40865 -1.69267 -6.75654
45 H 5.20639 3.07040 2.51646
46 H -1.48820 -3.68328 4.68906
47 H 4.19980 -0.69742 1.24695
48 H 2.71060 -4.18625 -2.67067
49 C 2.69007 -4.59762 -0.62308
50 H -2.71860 2.08070 1.08845
51 H -3.67172 -1.46939 -1.66302
52 H -1.48544 -2.21240 -0.97894
53 H 3.56011 3.50261 3.01113
54 H 1.75506 -5.60384 -2.19862
55 N 2.71989 -0.05629 -1.47233
56 H 0.89301 2.12289 0.99907
57 C 4.13608 -1.28632 0.33405
58 N -1.64576 -3.14918 -3.98306